# 1
17
Properties=species:S:1:pos:R:3:forces:R:3 method="wB97M-V/def2-TZVPD" homo_lumo_gap_ev=8.93 charge=+1 max_force_ev_per_a=3.42 energy_ha=-409.798645 relative_energy_kj_mol=87.8 homo_ev=-13.5037
C -0.2373 1.3764 -0.0061 0.7 -1.0 0.2
C -0.5068 0.4557 1.0953 0.0 -0.8 0.7
N 0.8850 1.0005 -0.6172 0.0 2.0 -1.4
N 0.5872 -0.5289 0.9691 0.3 1.3 1.8
N -0.9732 2.4327 -0.2228 -1.5 -1.3 1.2
N -1.2005 -1.9004 -0.4770 0.0 -1.2 1.6
N 2.2755 -0.8562 -0.4131 2.5 -1.0 -0.7
N 1.2803 -0.0932 0.0235 -0.5 -1.2 1.1
H -0.7652 1.0334 2.0225 1.1 -1.0 -0.3
H -1.3017 -0.2575 0.9393 -1.2 0.1 -0.5
H -1.9211 2.5369 0.1323 0.5 -0.4 0.3
H -0.7108 3.1647 -0.7662 1.3 2.3 -2.2
H -0.6759 -1.3437 -1.1360 0.5 -0.4 0.1
H -1.7439 -2.5880 -1.0068 0.4 0.2 0.5
H 2.9485 -0.5780 -1.1673 -1.6 0.5 1.0
H 2.7088 -1.5123 0.2800 -1.1 1.1 -0.7
H -0.6489 -2.3422 0.3505 -1.1 0.9 -2.7

***

# 2
41
Properties=species:S:1:pos:R:3:forces:R:3 method="wB97M-V/def2-TZVPD" spin_multiplicity=4 homo_lumo_gap_ev="4.04 / 4.37" charge=+1 max_force_ev_per_a=5.21 energy_ha=-4842.269270 homo_ev="-10.6178 / -10.9220"
Cr 0.6042 -0.1877 -0.1703 -0.8 -0.5 -0.6
O 1.1603 -2.1216 -5.9922 0.1 1.2 0.6
C 0.9894 -1.6002 -4.7505 -1.5 -0.5 1.0
C 1.8088 -0.5829 -4.2241 2.0 1.0 1.6
C 1.7800 -0.2116 -2.8571 -4.5 -2.5 -0.9
N 0.7358 -0.7878 -2.1013 2.5 1.1 0.0
C -0.0122 -1.8051 -2.5068 -0.2 0.9 -2.7
C -0.0651 -2.1375 -3.8968 3.2 0.7 1.6
C -0.8930 -2.2969 -1.3851 -2.7 -0.5 -0.4
O -1.9433 -2.9057 -1.5631 1.8 0.3 -0.3
O -0.5472 -1.8081 -0.2372 1.3 0.7 1.1
C 2.5342 0.7941 -2.0573 1.0 0.7 -1.4
O 3.3018 1.5297 -2.6404 -0.2 -0.3 0.7
O 2.2667 0.7607 -0.7801 -0.8 -0.2 0.4
H 1.7595 -1.5535 -6.5352 -0.5 -0.6 0.6
H 2.6888 -0.1470 -4.7366 -0.8 -0.4 -0.2
H -0.5376 -3.0520 -4.0806 -1.1 -0.9 -1.0
Se -1.2826 1.8739 4.4162 3.2 -0.3 -1.9
N 0.4629 2.4022 4.6093 -1.9 -0.1 -0.1
C 1.2246 1.9581 3.6352 -1.1 -1.3 0.6
C 2.5980 2.1235 3.6560 0.3 0.4 -0.3
C 3.2871 1.5694 2.6557 2.5 0.6 -0.1
C 2.7494 0.7214 1.7139 -2.2 -1.2 0.7
N 1.4258 0.3743 1.7389 1.0 0.3 -0.9
C 0.6934 1.0218 2.6467 -2.7 2.2 2.5
N -0.6637 0.9752 2.8649 1.6 -1.4 -0.3
H 3.0751 2.6617 4.4203 0.5 0.8 0.9
H 4.3590 1.7600 2.6006 -0.2 -0.2 0.0
H 3.4281 0.2023 1.0707 -0.2 -0.2 -0.6
N -6.3170 -0.0953 2.5371 3.3 -1.3 -1.6
C -5.2687 -0.3256 2.0375 -1.8 2.3 0.7
C -3.8973 -0.0870 1.4865 0.5 -1.1 1.0
C -2.8763 -0.0347 2.3769 0.5 0.9 0.6
C -1.4079 0.0787 1.9519 -1.4 -0.6 -0.4
N -1.1898 0.6222 0.6250 1.3 -0.3 0.6
C -2.2335 0.4808 -0.1894 -2.1 -0.1 -2.0
C -3.5200 0.0275 0.0993 0.1 0.5 -0.8
H -3.0257 0.0337 3.4591 -0.2 -0.6 -0.3
H -0.9603 -0.9544 1.9942 -0.1 0.7 0.4
H -1.9986 0.8472 -1.2158 -0.5 -0.6 0.6
H -4.2928 -0.1236 -0.6759 0.8 0.4 0.4

***

# 3
11
Properties=species:S:1:pos:R:3:forces:R:3 method="wB97M-V/def2-TZVPD" homo_lumo_gap_ev=6.43 max_force_ev_per_a=2.38 energy_ha=-833.815273 relative_energy_kj_mol=163.3 homo_ev=-7.2154
C -0.0125 -0.8415 0.8177 1.6 1.7 0.0
N -1.2821 0.4570 -2.3518 -0.1 -0.4 -0.2
N 0.6598 0.2806 0.1741 -1.3 0.1 -1.5
P -0.9961 -0.8362 -3.0878 0.1 -0.4 -0.4
P -1.4708 1.6876 -1.3627 -0.4 1.4 0.6
H -0.1399 -0.4069 1.8323 -1.1 -1.1 -0.5
H -0.8195 -1.1477 0.1444 -0.5 0.2 0.9
H 0.6978 -1.6323 0.8521 0.3 -1.3 0.5
H 1.3738 0.7687 0.6279 1.0 0.4 1.1
H 0.9139 0.1332 -0.7789 0.3 -0.2 -0.4
H -2.4599 2.4043 -2.1375 0.2 -0.4 -0.1

***

# 4
9
Properties=species:S:1:pos:R:3:forces:R:3 method="wB97M-V/def2-TZVPD" homo_lumo_gap_ev=11.02 max_force_ev_per_a=5.34 smiles="O/N=C/C(Cl)Cl" energy_ha=-1128.259194 relative_energy_kj_mol=387.8 homo_ev=-10.5647
O -2.2335 -0.0108 -0.2331 -2.5 1.4 -3.5
N -0.8651 0.6211 -0.5790 -2.7 -2.2 0.5
C -0.1331 -0.1820 0.0728 -2.9 -0.2 2.4
C 1.2465 0.0808 0.3191 3.9 0.3 0.2
Cl 2.0990 -1.3159 -0.4509 0.2 0.0 0.1
Cl 2.0298 1.6173 -0.3163 -1.0 -0.9 0.3
H -3.0790 0.1442 -1.0072 4.4 -0.1 3.0
H -0.6438 -1.0082 0.8112 1.4 1.8 -2.2
H 1.5793 0.0534 1.3835 -0.8 0.0 -0.8